Entry 1:
A single C21H28N4O7 molecule at a distorted geometry. Source: OMol25; level of theory: wB97M-V/def2-TZVPD.

Properties
Gap between HOMO and LUMO = 0.3025 Ha
E_LUMO = 0.1323 eV
2S+1 = 1
HOMO = -8.098 eV

Geometry as XYZ:
```
60
Properties=species:S:1:pos:R:3:forces:R:3:nbo_charge:R:1
C -2.640589 -1.473832 -1.418735 0.087 -0.259 -0.106 -0.25
O -3.438892 -0.396363 -0.988338 0.046 0.588 0.217 -0.51
C -2.841418 0.755916 -0.582430 -0.100 -0.002 0.023 0.24
C -1.477171 0.901870 -0.406242 -0.030 0.096 0.032 -0.25
C -0.929052 2.096963 0.067917 -0.893 -0.067 -0.079 -0.10
C 0.499662 2.228952 0.224890 1.031 0.141 0.127 0.06
N 1.292267 1.282427 -0.087378 -0.741 -0.512 -0.258 -0.22
N 2.611544 1.464150 0.059782 0.626 1.137 0.490 -0.43
C 3.546070 0.544234 -0.270197 -0.374 -0.307 -0.110 0.57
O 3.358598 -0.568219 -0.714312 0.033 0.130 0.053 -0.58
C 4.950583 1.104998 -0.010987 0.192 0.045 -0.097 0.58
O 5.117838 2.223958 0.449932 -0.019 0.105 0.078 -0.64
N 5.909633 0.253974 -0.375655 -0.094 -0.450 -0.093 -0.58
C 7.315647 0.494843 -0.189369 0.219 -0.126 0.354 -0.25
C 7.928086 -0.573344 0.734603 -0.046 0.632 0.045 0.09
C 9.443418 -0.395814 0.890351 -0.188 -0.162 -0.056 -0.43
C 9.991451 -1.306196 -0.207181 -0.206 -0.090 0.009 -0.43
C 8.965045 -2.437359 -0.203357 0.357 -0.263 -0.071 -0.06
O 7.723733 -1.857750 0.162752 -0.252 0.066 -0.057 -0.54
C -1.777314 3.155908 0.383144 0.370 -0.264 -0.066 -0.19
C -3.136809 3.026496 0.190208 -0.291 -0.289 -0.150 -0.26
C -3.687812 1.850482 -0.306407 0.223 0.186 0.011 0.33
O -5.048484 1.849631 -0.442503 0.208 -0.106 0.233 -0.52
C -5.676142 1.076916 -1.448256 -0.172 -0.081 -0.500 -0.16
C -5.943421 -0.410836 -1.186997 0.029 0.313 0.035 0.69
O -5.918090 -1.188260 -2.123880 -0.030 0.001 -0.388 -0.65
N -6.255501 -0.803370 0.063211 -0.067 -0.224 0.258 -0.44
C -6.552996 0.027179 1.207963 -0.470 0.197 0.240 -0.25
C -8.007576 -0.219698 1.634159 0.290 0.238 0.029 -0.08
O -8.243297 -1.580028 1.908356 -0.055 -0.056 0.147 -0.52
C -7.966618 -2.378829 0.778412 0.269 -0.166 -0.169 -0.08
C -6.515508 -2.207109 0.324151 -0.271 -0.216 -0.091 -0.26
H -3.347654 -2.205318 -1.807359 0.090 0.006 0.007 0.22
H -2.072881 -1.906506 -0.589484 -0.004 0.041 -0.033 0.18
H -1.953908 -1.170982 -2.213615 -0.013 0.007 0.028 0.18
H -0.796362 0.094465 -0.616788 0.016 -0.163 -0.058 0.25
H 0.873407 3.184869 0.614225 0.026 -0.066 -0.022 0.16
H 2.981257 2.353423 0.421099 -0.090 -0.410 -0.167 0.40
H 5.623077 -0.668724 -0.682007 -0.124 0.143 0.004 0.44
H 7.420734 1.488729 0.251564 0.060 -0.089 -0.068 0.23
H 7.819065 0.466639 -1.161112 0.051 0.065 0.074 0.20
H 7.402785 -0.541893 1.697346 0.067 0.014 -0.111 0.19
H 9.763067 -0.752294 1.869614 0.011 0.048 0.026 0.21
H 9.745996 0.642201 0.776329 0.036 0.069 0.055 0.22
H 9.989752 -0.791309 -1.168174 0.038 -0.010 -0.035 0.20
H 10.997527 -1.662739 -0.001257 0.057 0.000 -0.042 0.22
H 9.234499 -3.203507 0.536730 -0.009 0.046 -0.103 0.17
H 8.844881 -2.917975 -1.177032 0.044 0.003 0.087 0.19
H -1.372819 4.081855 0.762662 0.060 0.109 0.041 0.21
H -3.808996 3.840317 0.412427 -0.093 0.081 0.000 0.23
H -6.647050 1.563656 -1.604617 0.141 -0.085 -0.025 0.21
H -5.115274 1.125844 -2.387373 -0.099 -0.065 0.152 0.22
H -6.406927 1.079181 0.978541 -0.003 -0.106 0.083 0.24
H -5.885070 -0.256699 2.030351 -0.028 0.097 -0.022 0.20
H -8.233101 0.321458 2.554420 0.009 0.041 -0.082 0.20
H -8.683311 0.123592 0.834629 0.051 0.008 0.058 0.16
H -8.159632 -3.409593 1.078670 0.008 0.032 -0.090 0.20
H -8.641271 -2.106855 -0.047625 0.053 -0.042 0.045 0.17
H -6.329598 -2.763938 -0.594413 -0.009 0.009 0.133 0.25
H -5.839106 -2.549791 1.114644 -0.028 -0.015 -0.023 0.19
```
Forces are in eV/Å.

***

Entry 2:
A single C11H10ClPS molecule at a distorted geometry. Source: OMol25; level of theory: wB97M-V/def2-TZVPD.

Properties
Gap between HOMO and LUMO (alpha / beta) = 0.2523 / 0.2525 Ha
E_LUMO (alpha / beta) = -0.8552 / -0.9659 eV
2S+1 = 1
HOMO (alpha / beta) = -7.722 / -7.836 eV

Geometry as XYZ:
```
24
Properties=species:S:1:pos:R:3:forces:R:3:nbo_charge:R:1
Cl -4.217288 0.315546 1.318761 -1.913 0.934 1.255 -0.25
P -2.611176 -0.494416 0.569725 1.147 0.174 -1.082 0.94
C -3.133397 -1.937623 -0.195861 -0.863 -1.754 0.679 -0.57
C -2.461338 -2.197636 -1.354351 -0.077 -0.903 0.672 -0.30
C -1.797805 -1.145498 -1.831365 0.566 6.858 -1.149 -0.15
C -2.208742 0.448598 -0.942012 1.279 -6.585 -1.657 -0.63
S -1.227387 1.778165 -1.050113 0.793 2.238 -0.690 0.34
C 0.507011 1.226429 -1.414684 -2.179 -1.297 1.782 -0.54
C 1.238005 0.912720 -0.130083 -0.082 -0.397 -0.523 0.02
C 0.706223 0.912499 1.128327 -4.759 0.892 1.250 -0.24
C 1.397417 0.754789 2.308018 0.633 -0.381 0.831 -0.20
C 2.748860 0.457827 2.141663 0.379 -0.504 -0.068 -0.22
C 3.332731 0.311870 0.882821 0.626 -0.021 -0.197 -0.21
C 2.555919 0.611989 -0.264328 1.554 -0.612 2.233 -0.23
H -3.717469 -2.781994 0.150066 -0.292 0.548 0.748 0.24
H -2.452780 -3.212719 -1.706641 0.088 -0.093 -0.704 0.23
H -1.273351 -0.951324 -2.809784 -0.423 -0.673 1.366 0.22
H 1.109088 1.904759 -1.918694 0.450 1.759 -1.201 0.23
H 0.275945 0.409979 -2.077653 0.612 -0.651 0.014 0.23
H -0.457657 1.082041 1.202615 2.538 -0.201 -0.048 0.21
H 0.947486 0.782443 3.360293 0.497 0.055 -1.926 0.23
H 3.381080 0.237402 2.982035 0.058 0.056 0.412 0.21
H 4.417167 -0.051566 0.880295 -1.701 0.772 -0.456 0.22
H 2.941458 0.625713 -1.229045 1.067 -0.214 -1.539 0.20
```
Forces are in eV/Å.

***

Entry 3:
A molecular structure, C32H30CaCl5N6O7S3 at a distorted geometry. Source: OMol25; level of theory: wB97M-V/def2-TZVPD.

Properties
Gap between HOMO and LUMO = 0.2134 Ha
E_LUMO = 0.5174 eV
Total charge = -1
2S+1 = 1
HOMO = -5.288 eV

Geometry as XYZ:
```
84
Properties=species:S:1:pos:R:3:forces:R:3:lowdin_charge:R:1
Ca -0.075558 -0.829795 -0.556958 -0.561 -0.064 0.234 1.28
N -1.863859 -1.378735 1.169718 0.655 0.680 -0.153 -0.06
C -1.375449 -1.787977 2.498518 -1.467 -0.203 0.005 -0.25
C -0.602700 -3.097432 2.426705 0.869 0.004 0.197 -0.17
N 0.607713 -3.070842 1.539202 -0.357 0.503 1.271 -0.17
C 1.828911 -2.575716 2.236717 -1.073 -0.660 0.847 -0.18
C 1.967236 -1.066884 2.386757 -1.000 0.427 0.941 -0.25
N 1.752032 -0.374215 1.126541 0.719 -0.571 -0.728 -0.06
C 0.884921 -4.347453 0.889590 -0.553 1.015 -1.282 -0.20
C 1.041254 -4.099669 -0.620628 1.275 -1.590 -0.359 -0.28
N -0.049676 -3.376985 -1.217467 -1.642 -0.005 -0.291 -0.07
H -2.317046 -0.462127 1.269851 0.216 -0.259 -0.192 0.07
H -2.527815 -2.037426 0.786158 -0.218 -0.065 0.064 0.06
H -2.307299 -1.881093 3.124627 1.168 -0.316 0.098 0.12
H -0.790090 -0.986270 2.910618 0.202 0.440 0.085 0.08
H -1.294447 -3.821559 2.026344 -0.155 -0.466 -0.301 0.10
H -0.331453 -3.465882 3.452767 -0.151 0.394 -0.557 0.13
H 2.688940 -2.948629 1.710030 0.369 -0.109 -0.509 0.10
H 1.860189 -3.074027 3.253330 0.130 0.587 -0.638 0.13
H 2.950139 -0.900295 2.848851 0.038 0.125 -0.203 0.11
H 1.234831 -0.676955 3.125259 0.347 -0.260 -0.382 0.11
H 2.564701 -0.582732 0.508083 -0.591 0.382 0.172 0.04
H 1.648150 0.630232 1.206933 0.016 0.122 0.477 0.08
H 0.071199 -5.075805 1.005868 0.072 0.236 0.263 0.12
H 1.805531 -4.785500 1.241087 0.301 -0.397 0.295 0.11
H 1.142475 -5.121642 -1.052997 0.030 0.333 -0.012 0.11
H 1.995103 -3.596732 -0.891648 -0.538 0.018 0.496 0.12
H -0.966744 -3.870435 -1.065315 1.227 0.724 -0.277 0.07
H 0.084223 -3.314303 -2.234557 -0.156 0.007 0.547 0.09
Cl -3.404760 -2.901830 -2.090208 -0.020 0.094 0.211 0.60
C -3.303346 -1.216374 -2.582840 -0.520 2.008 -0.470 -0.72
C -2.175820 -0.445679 -2.274664 0.779 -0.596 0.179 -0.22
C -1.988859 0.793383 -2.877894 -1.984 -0.621 -1.300 -0.74
Cl -0.494330 1.674064 -2.712343 0.134 -0.044 0.423 0.65
C -2.959133 1.313779 -3.789883 -0.157 -0.405 0.843 -0.68
Cl -2.651611 2.801520 -4.667535 -0.362 -0.636 0.279 0.62
C -4.194570 0.626684 -3.906992 0.078 -0.670 0.058 -0.67
Cl -5.476532 1.256440 -4.929029 0.577 -0.075 0.404 0.61
C -4.399381 -0.654846 -3.292088 0.958 0.246 -0.297 -0.67
Cl -5.908123 -1.554455 -3.535310 0.876 0.631 0.119 0.58
O -0.886435 1.727312 1.514417 -0.549 -0.380 -0.155 -0.26
C -1.584224 2.510817 2.371955 0.726 0.151 0.004 -0.68
C -1.845128 1.859861 3.760067 2.272 0.193 0.291 -0.47
C -0.885224 1.850124 4.766634 -0.347 0.390 0.023 -0.15
C -1.400758 1.399848 6.038150 0.876 0.296 -0.762 -0.18
C -2.644960 0.903275 5.875705 -0.560 -0.316 -0.138 -0.42
S -3.248069 1.053174 4.255517 -0.086 -0.298 1.037 1.04
C -0.745509 3.817520 2.649917 0.141 0.276 0.767 -0.42
C -0.566457 4.566435 3.805538 -0.920 -0.459 -0.241 -0.15
C 0.172241 5.760237 3.579307 -0.292 0.019 0.535 -0.22
C 0.622255 5.875402 2.310517 -0.040 -0.159 -0.453 -0.45
S 0.150817 4.537776 1.337219 -0.502 -0.314 0.547 1.03
C -2.955682 3.005142 1.868044 0.347 -0.064 -1.019 -0.45
C -4.059956 3.394010 2.549414 -0.582 0.076 0.751 -0.19
C -5.082696 3.891677 1.693090 -1.070 0.304 1.235 -0.22
C -4.784870 3.859565 0.383815 0.367 0.017 -0.077 -0.44
S -3.209420 3.241663 0.145345 0.562 -0.381 0.406 1.03
H 0.126179 2.265149 4.611787 -0.832 -0.270 0.150 0.12
H -0.888127 1.532885 7.006419 -0.278 -0.387 -0.696 0.10
H -3.251017 0.477194 6.640018 -0.454 -0.240 0.307 0.04
H -1.009821 4.299805 4.796303 0.390 0.360 -1.190 0.12
H 0.258169 6.518396 4.346330 0.316 0.033 -0.043 0.09
H 1.162728 6.688909 1.865005 0.175 0.125 -0.012 0.05
H -4.207701 3.275381 3.643206 0.278 0.445 -1.057 0.09
H -6.029351 4.270132 2.095613 0.307 -0.191 -0.269 0.10
H -5.421740 4.190596 -0.411955 0.025 -0.017 -0.335 0.06
O 3.640306 -0.931403 -0.910714 0.172 -0.205 -1.347 -0.02
C 2.975784 -0.927360 -1.974782 -0.722 -0.009 1.837 -0.58
O 1.691251 -0.928044 -2.003317 1.317 -0.033 -0.729 -0.22
C 3.716086 -0.913743 -3.299855 -0.369 0.672 -0.093 -0.09
C 5.056071 -1.283486 -3.405628 -0.575 -0.197 -0.709 0.10
C 5.602351 -1.306863 -4.711862 0.261 0.236 1.150 -0.14
C 5.020733 -0.892288 -5.891332 -2.049 0.128 2.157 0.10
C 3.711761 -0.454547 -5.641702 -0.833 0.339 -0.363 -0.12
C 3.020147 -0.420930 -4.420004 0.667 -0.207 0.076 0.10
N 2.942489 -0.060353 -6.817276 -1.607 0.829 -1.671 -0.30
O 3.470294 -0.329360 -7.924243 -1.638 0.881 2.005 0.05
O 1.814747 0.487789 -6.636864 3.142 -1.483 -0.945 0.06
N 6.926295 -1.823561 -4.849038 2.287 -1.623 1.177 -0.32
O 7.540903 -2.167292 -3.792377 -1.075 0.874 -2.921 0.05
O 7.330405 -1.969067 -6.002941 0.429 -0.009 1.542 0.07
H 5.623657 -1.605965 -2.515637 -0.381 0.237 -0.785 0.14
H 5.475294 -0.955970 -6.856198 0.027 0.069 -0.137 0.13
H 1.987231 -0.005644 -4.288805 1.147 -0.674 -0.408 0.14
```
Forces are in eV/Å.

***

Results for energy above the lowest of the compared OMol25 structures with the same formula, charge and spin: 48.0 83.3 26.5 (in kcal per mole, following the order of the records).
Results for E: -1562.7018 -1624.7276 -6265.7200 (in hartree, following the order of the records).